Run 1
Computed, not measured: 6 unconnected molecules or ions with the total composition CH14N2O5, with ωB97M-V/def2-TZVPD.

Computed properties:
orbital gap	4.0	eV
HOMO energy	-9.63	eV
LUMO	-5.66	eV

```
! RIJCOSX wB97M-V def2-TZVPD def2/J DEFGRID3
* xyz 0 1
N -0.598 -1.557 1.908
C 0.361 -1.250 0.770
N 1.448 -0.526 1.251
H -1.196 -2.264 1.690
H 0.769 -2.102 0.203
H -0.184 -0.662 0.017
H 1.674 -0.722 2.231
H 0.030 -0.747 -2.986
H -2.212 0.599 0.267
O 0.142 -0.522 -2.077
H -2.287 0.709 -1.159
H 3.314 -0.156 -1.538
O 2.397 -0.017 -1.388
H 2.242 -0.456 0.602
H 1.112 -0.411 -2.006
O -2.821 0.360 -0.483
H -0.238 1.757 -0.031
H 0.835 1.373 -1.025
O 0.322 2.094 -0.729
H -1.656 1.585 2.021
H -1.018 -0.547 2.087
O -1.202 1.101 1.289
*
```



Run 2
Computed, not measured: a molecular structure, CH14N2O5, with ωB97M-V/def2-TZVPD.

Computed properties:
orbital gap	3.8	eV
HOMO energy	-9.96	eV
LUMO	-6.20	eV

```
! RIJCOSX wB97M-V def2-TZVPD def2/J DEFGRID3
* xyz 0 1
N 1.990 2.252 -0.340
C 0.839 1.337 -0.549
N 0.468 0.649 0.661
H 1.734 2.903 0.399
H 0.016 2.014 -0.829
H 0.993 0.678 -1.400
H 0.893 -0.285 0.605
H -2.728 1.156 -0.787
H -1.226 -1.987 -1.136
O -2.071 0.905 -0.129
H -2.278 -0.877 -0.768
H -2.914 0.210 2.799
O -2.176 0.073 2.195
H -0.546 0.528 0.630
H -2.384 0.633 1.375
O -2.116 -1.672 -1.308
H 1.538 -1.861 -0.442
H 0.839 -3.333 -0.025
O 0.622 -2.483 -0.398
H 3.325 -1.465 -0.301
H 2.701 1.660 0.095
O 2.480 -1.036 -0.347
*
```



The energy of each structure relative to the most stable one, in kcal/mol, is as follows: run 1 0.0; run 2 3.9.



Run 1
Computed, not measured: 2 unconnected molecules or ions with the total composition C10H13O3, with ωB97M-V/def2-TZVPD.

Computed properties:
orbital gap	7.9	eV
HOMO energy	-4.65	eV
LUMO	3.21	eV

```
! RIJCOSX wB97M-V def2-TZVPD def2/J DEFGRID3
* xyz -1 1
C -0.008 4.445 0.406
C -0.836 0.839 -0.376
C -1.006 0.278 0.908
C -0.405 2.143 -0.472
C -0.305 2.985 0.636
C -0.929 1.105 1.995
C -0.678 2.475 1.869
O -1.295 -1.041 1.054
H -0.986 0.205 -1.235
H -0.298 2.558 -1.460
H -0.955 0.684 2.997
H -0.483 -1.561 0.748
H 0.561 4.874 1.218
H -0.866 5.055 0.136
H -0.790 3.139 2.722
H 0.595 4.562 -0.509
C 0.716 -3.803 -0.709
C 0.412 -3.240 -2.094
C 1.673 -2.801 0.013
O 1.114 -2.047 0.866
O 2.861 -2.819 -0.335
H -0.217 -3.887 -0.154
H 1.169 -4.791 -0.753
H -0.200 -3.922 -2.702
H 1.322 -3.124 -2.672
H -0.167 -2.310 -2.097
*
```



Run 2
Computed, not measured: 2 unconnected molecules or ions with the total composition C10H13O3, with ωB97M-V/def2-TZVPD.

Computed properties:
orbital gap	7.8	eV
HOMO energy	-4.37	eV
LUMO	3.44	eV

```
! RIJCOSX wB97M-V def2-TZVPD def2/J DEFGRID3
* xyz -1 1
C -1.300 -3.539 -0.778
C -0.103 -3.938 0.088
C -1.692 -2.058 -0.539
O -2.126 -1.446 -1.570
O -1.643 -1.608 0.612
H -1.241 -3.684 -1.856
H -2.191 -4.122 -0.508
H 0.118 -3.133 0.788
H 0.776 -4.249 -0.477
H -0.365 -4.735 0.792
C 2.136 2.824 1.965
C 0.352 3.302 0.196
C 1.222 2.424 0.840
C -0.553 2.845 -0.761
C 1.400 1.161 0.278
C -0.640 1.450 -0.961
C 0.405 0.634 -0.556
O -1.697 1.062 -1.683
H 0.328 4.319 0.573
H -1.250 3.523 -1.226
H 2.834 3.620 1.698
H 2.545 1.896 2.379
H 2.321 0.606 0.411
H 0.501 -0.391 -0.884
H -1.847 0.038 -1.735
H 1.711 3.198 2.914
*
```



The energy of each structure relative to the most stable one, in kcal/mol, is as follows: run 1 0.0; run 2 6.5.



Run 1
Computed, not measured: 2 unconnected molecules or ions with the total composition C4H13N2OS, with ωB97M-V/def2-TZVPD.

Computed properties:
orbital gap	6.5	eV
HOMO energy	-2.72	eV
LUMO	3.75	eV

```
! RIJCOSX wB97M-V def2-TZVPD def2/J DEFGRID3
* xyz -1 1
C 1.270 0.742 1.187
C 0.171 0.980 0.136
C -0.413 -0.246 -0.543
S 0.546 -0.568 -2.124
N -0.970 1.658 0.938
C -1.228 1.343 2.356
N -0.668 2.423 3.200
H 1.598 1.639 1.675
H 2.155 0.329 0.673
H 0.933 -0.132 1.741
H 0.395 1.726 -0.641
H -0.239 -1.111 0.108
H -1.479 -0.103 -0.676
H -1.783 1.848 0.374
H -2.298 1.364 2.582
H -0.815 0.380 2.617
H -1.292 3.217 3.116
H 0.214 2.722 2.808
H 0.707 -3.998 -2.502
H 0.141 -5.038 -3.532
O 0.680 -4.946 -2.734
*
```



Run 2
Computed, not measured: 2 unconnected molecules or ions with the total composition C4H13N2OS, with ωB97M-V/def2-TZVPD.

Computed properties:
orbital gap	6.5	eV
HOMO energy	-2.82	eV
LUMO	3.72	eV

```
! RIJCOSX wB97M-V def2-TZVPD def2/J DEFGRID3
* xyz -1 1
N -1.969 0.117 0.479
C -0.973 -0.788 -0.094
C 0.254 -0.842 0.829
S 0.172 -2.253 2.008
C -0.726 -0.390 -1.564
N -0.395 0.980 -1.975
C 0.632 1.683 -1.185
H -2.884 -0.120 0.151
H -1.956 0.063 1.493
H -1.339 -1.818 -0.173
H 1.154 -0.927 0.243
H 0.322 0.086 1.409
H -1.674 -0.620 -2.068
H -0.041 -1.115 -2.017
H -1.272 1.481 -1.898
H 1.594 1.294 -1.514
H 0.505 1.474 -0.133
H 0.553 2.753 -1.368
H 2.439 0.385 2.482
H 2.521 -1.117 2.392
O 3.082 -0.326 2.502
*
```



Run 3
Computed, not measured: 2 unconnected molecules or ions with the total composition C4H13N2OS, with ωB97M-V/def2-TZVPD.

Computed properties:
orbital gap	7.4	eV
HOMO energy	-3.29	eV
LUMO	4.06	eV

```
! RIJCOSX wB97M-V def2-TZVPD def2/J DEFGRID3
* xyz -1 1
C 0.092 -3.017 -0.505
N 0.832 -2.188 -1.492
C 1.866 -1.363 -0.769
O 2.187 -0.108 -1.360
H 0.699 -3.902 -0.276
H -0.832 -3.306 -1.000
H -0.126 -2.431 0.399
H 0.230 -1.502 -1.922
H 1.539 -1.165 0.254
H 2.772 -1.991 -0.707
H 1.335 0.398 -1.260
C -1.550 2.571 0.867
C -0.247 2.137 0.197
S -0.620 0.506 -0.548
N -1.880 1.634 1.946
H -2.359 2.528 0.091
H -1.506 3.582 1.277
H 0.522 2.147 0.960
H -0.058 2.884 -0.588
H -1.315 1.897 2.768
H -1.581 0.691 1.666
*
```



The energy of each structure relative to the most stable one, in kcal/mol, is as follows: run 1 13.4; run 2 0.0; run 3 7.4.



Run 1
Computed, not measured: 2 unconnected molecules or ions with the total composition C3H10NS, with ωB97M-V/def2-TZVPD.

Computed properties:
orbital gap	5.0	eV
HOMO energy	-1.93	eV
LUMO	3.04	eV

```
! RIJCOSX wB97M-V def2-TZVPD def2/J DEFGRID3
* xyz -1 1
C 4.749 2.985 1.592
S 3.709 1.467 1.554
H 5.318 3.206 0.687
H 4.111 3.835 1.839
H 5.456 2.905 2.413
C -3.359 -2.086 -0.544
N -2.244 -1.249 -0.143
C -1.462 -0.718 -1.255
H -3.667 -1.807 -1.544
H -3.101 -3.152 -0.569
H -4.166 -1.979 0.181
H -1.607 -1.744 0.464
H -1.018 -1.485 -1.922
H -0.648 -0.104 -0.875
H -2.072 -0.075 -1.878
*
```



Run 2
Computed, not measured: 2 unconnected molecules or ions with the total composition C3H10NS, with ωB97M-V/def2-TZVPD.

Computed properties:
orbital gap	5.2	eV
HOMO energy	-1.92	eV
LUMO	3.25	eV

```
! RIJCOSX wB97M-V def2-TZVPD def2/J DEFGRID3
* xyz -1 1
C -1.239 -4.331 0.253
S -0.058 -2.890 0.017
H -1.273 -4.646 1.287
H -2.159 -4.115 -0.279
H -0.741 -5.143 -0.302
C 1.313 3.744 -0.924
N 0.534 3.691 0.356
C -0.326 2.506 0.320
H 1.584 2.716 -1.141
H 0.652 4.014 -1.767
H 2.056 4.524 -0.796
H 0.119 4.602 0.484
H -1.132 2.625 1.046
H 0.296 1.669 0.607
H -0.680 2.238 -0.687
*
```



Run 3
Computed, not measured: 2 unconnected molecules or ions with the total composition C3H10NS, with ωB97M-V/def2-TZVPD.

Computed properties:
orbital gap	6.5	eV
HOMO energy	-2.37	eV
LUMO	4.12	eV

```
! RIJCOSX wB97M-V def2-TZVPD def2/J DEFGRID3
* xyz -1 1
C 2.526 -0.330 -0.311
S 1.905 -1.246 1.169
H 2.106 0.676 -0.313
H 3.600 -0.442 -0.344
H 2.120 -0.774 -1.220
C -1.445 -0.929 -0.125
N -1.077 0.105 0.834
C -1.184 1.407 0.194
H -2.414 -0.702 -0.564
H -0.643 -1.100 -0.841
H -1.671 -1.891 0.335
H -0.090 -0.090 1.073
H -2.174 1.544 -0.253
H -0.407 1.567 -0.568
H -1.152 2.205 0.936
*
```



Run 4
Computed, not measured: 2 unconnected molecules or ions with the total composition C3H10NS, with ωB97M-V/def2-TZVPD.

Computed properties:
orbital gap	6.6	eV
HOMO energy	-2.38	eV
LUMO	4.19	eV

```
! RIJCOSX wB97M-V def2-TZVPD def2/J DEFGRID3
* xyz -1 1
C -1.610 -1.847 -0.256
S -1.350 -0.924 -1.857
H -1.582 -2.869 -0.638
H -0.963 -1.648 0.590
H -2.664 -1.718 0.013
C 1.633 0.040 -0.065
N 0.795 1.172 -0.465
C 0.151 1.816 0.733
H 2.287 0.344 0.754
H 1.129 -0.909 0.120
H 2.289 -0.137 -0.929
H -0.018 0.782 -0.968
H -0.928 1.892 0.555
H 0.608 2.804 0.785
H 0.223 1.200 1.628
*
```



The energy of each structure relative to the most stable one, in kcal/mol, is as follows: run 1 7.1; run 2 14.3; run 3 0.0; run 4 5.3.



Run 1
Computed, not measured: a molecular structure, C7H13N2O3, with ωB97M-V/def2-TZVPD.

Computed properties:
orbital gap	9.7	eV
HOMO energy	-14.22	eV
LUMO	-4.49	eV

```
! RIJCOSX wB97M-V def2-TZVPD def2/J DEFGRID3
* xyz 1 1
C 2.032 1.145 -0.717
C -2.391 -0.026 0.066
C -3.739 0.443 0.395
C 0.480 -1.406 -1.525
C 2.712 -0.142 1.325
C -1.452 1.219 -0.155
C 0.783 -0.776 -0.189
N -0.236 0.867 -0.280
N 1.981 -0.092 -0.054
O -2.073 -1.181 0.049
O 0.743 1.797 -0.284
O 0.449 -1.511 0.854
H 1.927 1.139 -1.768
H 2.832 1.772 -0.445
H -3.838 1.388 -0.103
H -4.018 0.591 1.544
H -4.436 -0.386 -0.010
H 0.604 -0.831 -2.515
H -0.617 -1.716 -1.519
H 1.092 -2.305 -1.435
H 2.542 0.880 1.805
H 3.921 -0.233 1.306
H 2.306 -0.930 2.081
H -1.894 2.186 0.108
H -0.482 -1.971 0.768
*
```



Run 2
Computed, not measured: a molecular structure, C7H13N2O3, with ωB97M-V/def2-TZVPD.

Computed properties:
orbital gap	9.6	eV
HOMO energy	-14.40	eV
LUMO	-4.84	eV

```
! RIJCOSX wB97M-V def2-TZVPD def2/J DEFGRID3
* xyz 1 1
C 0.560 1.499 0.630
C 0.330 -0.367 0.863
C 0.716 -1.202 -1.536
C -1.573 -0.556 -0.909
C -0.487 -2.561 0.374
C -0.095 2.290 -0.413
C -0.275 -1.192 -0.292
N 1.096 1.778 1.743
N 0.873 -0.600 1.946
O 1.118 -1.435 2.732
O 1.416 0.904 2.598
O 0.144 3.552 0.154
H 1.594 -1.780 -1.478
H 0.265 -1.525 -2.438
H 1.083 -0.170 -1.737
H -2.315 -0.094 -0.311
H -2.045 -1.387 -1.381
H -1.291 0.245 -1.626
H -0.636 -3.390 -0.413
H -1.349 -2.396 0.944
H 0.282 -2.728 1.002
H -1.264 2.103 -0.382
H 0.360 1.982 -1.433
H 1.281 2.785 1.873
H 0.213 4.246 -0.510
*
```



The energy of each structure relative to the most stable one, in kcal/mol, is as follows: run 1 0.0; run 2 102.3.



Run 1
Computed, not measured: 2 unconnected molecules or ions with the total composition CH4FIP2, with ωB97M-V/def2-TZVPD.

Computed properties:
orbital gap (spin up / spin down)	7.7 / 7.7	eV
HOMO energy (spin up / spin down)	-8.86 / -8.86	eV
LUMO (spin up / spin down)	-1.19 / -1.19	eV

```
! RIJCOSX wB97M-V def2-TZVPD def2/J DEFGRID3
* xyz 0 1
C 2.212 0.015 -0.132
F 2.770 1.253 -0.036
P -0.693 0.585 -0.248
P 0.769 -0.104 1.057
I 3.782 -1.416 0.370
H 1.955 -0.067 -1.130
H -0.673 1.954 -0.355
H -1.708 0.815 0.716
H 0.410 -2.234 0.864
*
```



Run 2
Computed, not measured: 2 unconnected molecules or ions with the total composition CH4FIP2, with ωB97M-V/def2-TZVPD.

Computed properties:
orbital gap (spin up / spin down)	7.2 / 6.4	eV
HOMO energy (spin up / spin down)	-9.16 / -8.96	eV
LUMO (spin up / spin down)	-2.01 / -2.54	eV

```
! RIJCOSX wB97M-V def2-TZVPD def2/J DEFGRID3
* xyz 0 1
C -1.505 -0.021 -0.298
F 1.351 2.107 0.401
P 0.275 -0.368 -0.633
P 1.075 0.690 1.112
I 3.940 -0.825 0.207
H -1.885 -0.269 -1.285
H -1.880 1.076 -0.048
H -2.021 -0.847 0.372
H 0.651 -1.543 0.173
*
```



The energy of each structure relative to the most stable one, in kcal/mol, is as follows: run 1 61.9; run 2 0.0.



Run 1
Computed, not measured: a gas-phase ion, C4H9N4 (charge +1), with ωB97M-V/def2-TZVPD.

Computed properties:
orbital gap	10.1	eV
HOMO energy	-13.43	eV
LUMO	-3.31	eV
SMILES string	Cn1c[n+](C)c(N)n1

```
! RIJCOSX wB97M-V def2-TZVPD def2/J DEFGRID3
* xyz 1 1
C -0.835 -0.405 -0.366
C 1.150 0.409 0.335
C -0.045 -2.460 -1.428
C -0.783 1.661 1.078
N 1.350 -0.846 -0.424
N 0.109 -1.216 -0.776
N -0.175 0.644 0.317
N 2.128 1.018 0.984
H -1.951 -0.507 -0.514
H 0.764 -3.130 -1.304
H -0.964 -2.893 -1.071
H -0.022 -2.177 -2.568
H -1.532 2.282 0.498
H -1.303 1.157 1.841
H 0.043 2.328 1.342
H 3.071 0.582 0.992
H 2.305 2.036 1.058
*
```



Run 2
Computed, not measured: a gas-phase ion, C4H9N4 (charge +1), with ωB97M-V/def2-TZVPD.

Computed properties:
orbital gap (spin up / spin down)	7.5 / 7.5	eV
HOMO energy (spin up / spin down)	-13.28 / -13.28	eV
LUMO (spin up / spin down)	-5.75 / -5.75	eV

```
! RIJCOSX wB97M-V def2-TZVPD def2/J DEFGRID3
* xyz 1 1
C 0.699 0.089 0.054
C -0.563 0.551 -0.192
C -2.397 -1.323 0.013
C -0.718 2.068 -0.022
N 1.280 -1.101 -0.162
N -1.688 -0.126 -0.418
N -1.528 -2.281 0.040
N 2.573 -1.353 -0.017
H 1.380 0.810 0.350
H -0.192 2.267 0.850
H -0.508 2.590 -0.970
H -1.761 2.476 0.077
H -2.415 0.600 -0.614
H -1.714 -3.276 0.101
H -0.532 -2.076 -0.144
H 3.271 -0.642 0.221
H 2.614 -2.322 0.221
*
```



The energy of each structure relative to the most stable one, in kcal/mol, is as follows: run 1 0.0; run 2 68.7.



Run 1
Computed, not measured: a molecular structure, C4H9N4, with ωB97M-V/def2-TZVPD.

Computed properties:
orbital gap	10.7	eV
HOMO energy	-14.74	eV
LUMO	-4.08	eV

```
! RIJCOSX wB97M-V def2-TZVPD def2/J DEFGRID3
* xyz 1 1
C 2.406 0.643 -0.007
C 2.330 -0.727 0.259
C -1.535 1.248 0.304
C -1.021 0.021 -0.416
N 1.149 1.101 -0.350
N 1.013 -1.060 0.059
N 0.428 0.072 -0.270
N -1.445 -1.354 -0.214
H 3.089 1.442 -0.048
H 3.139 -1.456 0.553
H -2.560 1.644 0.108
H -0.956 2.143 -0.038
H -1.603 1.012 1.300
H -1.102 0.325 -1.742
H -2.359 -1.630 -0.545
H 0.578 -1.966 0.252
H -1.552 -1.459 0.796
*
```



Run 2
Computed, not measured: a molecular structure, C4H9N4, with ωB97M-V/def2-TZVPD.

Computed properties:
orbital gap	10.7	eV
HOMO energy	-15.15	eV
LUMO	-4.41	eV

```
! RIJCOSX wB97M-V def2-TZVPD def2/J DEFGRID3
* xyz 1 1
C -0.582 1.960 0.051
C 2.313 -0.618 0.372
C -2.705 -0.766 0.386
C 1.807 0.123 -0.769
N -1.643 1.332 0.232
N -0.479 -0.406 -0.379
N -1.612 0.030 0.087
N 0.441 0.451 -0.487
H -0.069 2.895 0.140
H 2.102 -0.241 1.342
H 3.399 -0.731 0.305
H 1.827 -1.697 0.305
H -2.765 -1.049 1.355
H -3.527 -0.179 0.129
H -2.696 -1.647 -0.212
H 1.824 -0.492 -1.746
H 2.365 1.035 -1.110
*
```



The energy of each structure relative to the most stable one, in kcal/mol, is as follows: run 1 0.0; run 2 35.9.